Formula: C26H30FN7O2
Source: the OMol25 dataset
Level of theory: ωB97M-V/def2-TZVPD

Properties
SMILES string: COCCn1nnnc1[C@@H](c1cc2cc(C)cc(C)c2[nH]c1=O)N1CCN(c2ccccc2F)CC1
Calculated total energy: -1642.38911 a.u.
HOMO level: -7.67 eV
Relative energy (zero: lowest compared OMol25 entry of this formula, charge and spin): 1.7 kJ/mol
Kohn-Sham gap: 7.875 eV
LUMO: 0.20 eV

Each line ends with the natural charge from an NBO analysis.
Cartesian coordinates (Å):
C: 2.976 4.443 -3.084  -0.254
H: 3.425 4.921 -3.952  0.200
O: 3.376 5.203 -1.968  -0.527
C: 3.066 4.633 -0.727  -0.062
C: 1.579 4.788 -0.345  -0.262
N: 1.294 4.079 0.863  -0.185
C: 0.973 2.770 1.044  0.344
N: 0.834 2.574 2.335  -0.325
N: 1.074 3.739 2.923  -0.066
N: 1.347 4.637 2.074  -0.061
C: 0.789 1.824 -0.094  -0.144
N: -0.332 2.337 -0.885  -0.449
C: -0.376 1.940 -2.273  -0.229
C: -0.882 0.498 -2.500  -0.232
N: -1.753 0.123 -1.410  -0.435
C: -1.955 -1.190 -1.076  0.091
C: -2.547 -1.611 0.126  0.400
C: -2.721 -2.936 0.456  -0.272
C: -2.279 -3.929 -0.400  -0.243
C: -1.677 -3.557 -1.588  -0.230
C: -1.526 -2.226 -1.922  -0.221
H: -1.078 -1.981 -2.871  0.213
H: -1.333 -4.313 -2.280  0.213
H: -2.404 -4.968 -0.141  0.216
H: -3.188 -3.172 1.398  0.230
F: -2.968 -0.703 1.052  -0.349
C: -2.554 1.232 -0.950  -0.231
C: -1.647 2.267 -0.261  -0.227
H: -1.530 2.016 0.793  0.211
H: -2.115 3.258 -0.326  0.194
H: -3.042 1.690 -1.823  0.177
H: -3.336 0.909 -0.271  0.239
H: -1.404 0.443 -3.469  0.179
H: -0.027 -0.175 -2.530  0.225
H: 0.623 2.032 -2.703  0.221
H: -1.035 2.653 -2.780  0.194
C: 0.722 0.378 0.344  -0.077
C: 0.083 -0.072 1.448  -0.105
C: 0.050 -1.458 1.784  -0.136
C: -0.618 -1.934 2.918  -0.168
C: -0.652 -3.280 3.200  -0.034
C: -0.002 -4.168 2.335  -0.180
C: 0.674 -3.744 1.211  -0.035
C: 0.703 -2.367 0.935  0.251
N: 1.366 -1.870 -0.156  -0.577
C: 1.449 -0.551 -0.513  0.623
O: 2.107 -0.224 -1.496  -0.666
H: 1.864 -2.516 -0.755  0.418
C: 1.359 -4.719 0.301  -0.645
H: 0.949 -4.653 -0.707  0.220
H: 2.431 -4.523 0.254  0.217
H: 1.216 -5.734 0.660  0.227
H: -0.034 -5.225 2.559  0.207
C: -1.365 -3.812 4.406  -0.624
H: -1.904 -3.019 4.918  0.218
H: -2.072 -4.590 4.120  0.214
H: -0.652 -4.251 5.103  0.220
H: -1.117 -1.223 3.560  0.217
H: -0.405 0.615 2.121  0.245
H: 1.670 1.897 -0.747  0.257
H: 0.932 4.388 -1.130  0.236
H: 1.353 5.844 -0.180  0.233
H: 3.338 3.565 -0.715  0.163
H: 3.682 5.158 0.007  0.201
H: 1.888 4.430 -3.207  0.161
H: 3.339 3.411 -3.010  0.172

---

Formula: C15H35CoN5O8
Source: the OMol25 dataset
Level of theory: ωB97M-V/def2-TZVPD

Properties
Calculated total energy: -2850.58944 a.u.
HOMO level (spin up / spin down): -11.85 / -10.81 eV
Net charge: +1
Multiplicity: 5
Kohn-Sham gap (spin up / spin down): 9.908 / 6.000 eV
<S²>: 6.02
LUMO (spin up / spin down): -1.94 / -4.81 eV

Each line ends with the natural charge from an NBO analysis.
Cartesian coordinates (Å):
Co: 11.016 22.851 -2.901  1.649
O: 9.732 21.275 -2.215  -0.526
C: 10.608 20.317 -1.623  -0.154
C: 12.169 20.571 -1.774  -0.108
O: 12.725 21.821 -2.236  -0.812
H: 10.474 19.269 -1.892  0.196
H: 10.519 20.247 -0.539  0.236
H: 12.402 19.844 -2.551  0.193
H: 12.612 20.149 -0.872  0.170
C: 14.132 24.128 -0.761  -0.504
N: 14.301 25.314 0.196  0.542
O: 13.353 25.809 0.790  -0.415
O: 15.432 25.700 0.239  -0.357
H: 13.853 23.279 -0.137  0.236
H: 15.133 23.984 -1.168  0.240
H: 13.258 24.136 -1.411  0.255
C: 12.119 25.689 -4.100  0.573
O: 11.741 24.643 -3.635  -0.710
N: 12.940 25.796 -5.123  -0.396
C: 13.079 24.727 -6.109  -0.438
C: 13.448 26.979 -5.722  -0.417
H: 11.939 26.703 -3.709  0.131
H: 12.827 23.736 -5.732  0.238
H: 14.110 24.645 -6.453  0.217
H: 12.417 24.843 -6.967  0.203
H: 13.565 27.854 -5.083  0.224
H: 14.444 26.714 -6.076  0.223
H: 12.777 27.334 -6.504  0.201
C: 10.504 24.845 -0.170  0.574
O: 10.876 24.138 -1.084  -0.715
N: 10.166 24.428 1.080  -0.404
C: 9.488 25.350 1.975  -0.431
C: 10.166 23.018 1.520  -0.418
H: 10.581 25.941 -0.241  0.137
H: 8.461 25.045 2.176  0.199
H: 9.556 26.420 1.778  0.229
H: 9.950 25.394 2.961  0.214
H: 10.814 22.462 0.842  0.225
H: 10.491 22.839 2.545  0.223
H: 9.115 22.747 1.426  0.203
C: 10.743 21.394 -6.011  0.564
O: 10.737 22.145 -5.013  -0.704
N: 9.821 21.558 -7.094  -0.417
C: 9.805 20.668 -8.283  -0.405
C: 8.799 22.596 -7.123  -0.432
H: 11.387 20.518 -6.183  0.154
H: 10.082 21.223 -9.180  0.206
H: 8.816 20.238 -8.446  0.214
H: 10.575 19.905 -8.165  0.213
H: 8.584 23.021 -8.104  0.215
H: 7.822 22.317 -6.729  0.209
H: 9.091 23.446 -6.507  0.220
C: 7.892 24.239 -3.441  0.544
O: 9.046 23.788 -3.318  -0.721
N: 7.728 25.430 -3.982  -0.396
C: 6.528 26.176 -3.632  -0.425
C: 8.879 26.254 -4.509  -0.424
H: 6.999 23.669 -3.142  0.157
H: 6.261 26.491 -4.641  0.210
H: 6.689 26.958 -2.891  0.210
H: 5.680 25.548 -3.359  0.223
H: 8.493 27.015 -5.187  0.222
H: 9.299 26.711 -3.613  0.203
H: 9.609 25.526 -4.861  0.234

---

Formula: C14H31BNO11
Source: the OMol25 dataset
Level of theory: ωB97M-V/def2-TZVPD

Properties
Calculated total energy: -1459.35615 a.u.
HOMO level: -3.92 eV
Net charge: -1
Kohn-Sham gap: 5.938 eV
LUMO: 2.02 eV

Each line ends with the natural charge from an NBO analysis.
Cartesian coordinates (Å):
N: 4.020 -1.070 -2.369  -0.897
C: 2.734 -0.743 -3.096  0.219
C: 1.282 -1.150 -2.457  -0.112
O: 0.478 0.104 -2.442  -0.751
B: 1.496 1.176 -2.162  0.429
O: 2.649 0.720 -2.976  -0.759
H: 4.636 -0.209 -2.460  0.369
H: 3.831 -1.129 -1.335  0.357
H: 2.861 -0.951 -4.242  0.147
H: 0.605 -1.874 -3.117  0.168
H: 1.293 -1.752 -1.428  0.153
H: 1.570 1.140 -0.986  -0.174
H: 1.204 2.269 -2.507  -0.131
C: -1.744 0.665 -0.304  -0.659
C: -3.049 1.438 -0.391  -0.071
O: -3.665 1.558 0.897  -0.508
C: -3.105 2.464 1.735  0.981
O: -2.142 3.175 1.487  -0.635
O: -3.778 2.425 2.912  -0.510
C: -3.216 3.258 3.923  -0.258
H: -1.904 -0.307 0.175  0.189
H: -1.321 0.506 -1.300  0.283
H: -1.004 1.197 0.300  0.231
H: -3.750 0.889 -1.028  0.180
H: -2.906 2.426 -0.845  0.191
H: -3.109 4.290 3.576  0.193
H: -2.250 2.855 4.242  0.189
H: -3.894 3.253 4.782  0.194
C: 7.060 -0.418 -4.889  -0.638
C: 5.732 -1.001 -5.342  -0.088
O: 5.805 -1.458 -6.699  -0.496
C: 6.461 -2.628 -6.891  0.984
O: 6.981 -3.313 -6.022  -0.647
O: 6.472 -2.894 -8.221  -0.502
C: 7.231 -4.049 -8.570  -0.255
H: 7.391 0.367 -5.577  0.201
H: 6.974 0.003 -3.883  0.223
H: 7.846 -1.179 -4.875  0.215
H: 4.967 -0.218 -5.313  0.209
H: 5.394 -1.807 -4.681  0.220
H: 6.904 -4.927 -8.004  0.196
H: 8.296 -3.857 -8.406  0.184
H: 7.075 -4.248 -9.634  0.188
C: -4.916 -1.008 5.580  -0.642
C: -6.220 -0.234 5.493  -0.072
O: -6.837 -0.114 6.781  -0.499
C: -6.277 0.792 7.619  0.984
O: -5.313 1.502 7.371  -0.645
O: -6.949 0.752 8.796  -0.500
C: -6.388 1.585 9.808  -0.257
H: -5.076 -1.979 6.059  0.206
H: -4.493 -1.167 4.584  0.229
H: -4.175 -0.476 6.184  0.225
H: -6.922 -0.783 4.856  0.191
H: -6.078 0.753 5.039  0.200
H: -6.280 2.617 9.460  0.197
H: -5.422 1.182 10.127  0.189
H: -7.066 1.580 10.666  0.192

---

Formula: H20O10
Source: the OMol25 dataset
Level of theory: ωB97M-V/def2-TZVPD

Properties
SMILES string: O.O.O.O.O.O.O.O.O.O
Calculated total energy: -764.38220 a.u.
HOMO level: -10.61 eV
Relative energy (zero: lowest compared OMol25 entry of this formula, charge and spin): 261.8 kJ/mol
Kohn-Sham gap: 10.194 eV
LUMO: -0.42 eV

Each line ends with the natural charge from an NBO analysis.
Cartesian coordinates (Å):
O: 18.494 -5.973 -8.695  -0.996
H: 19.379 -5.641 -8.488  0.494
H: 18.542 -6.238 -9.634  0.499
O: 16.197 -7.637 -8.249  -0.963
H: 16.459 -8.472 -8.646  0.455
H: 16.990 -7.071 -8.314  0.496
O: 20.319 -5.378 -11.425  -0.971
H: 21.061 -4.887 -11.800  0.474
H: 20.724 -6.027 -10.818  0.495
O: 17.573 -6.941 -11.167  -0.961
H: 17.578 -7.878 -11.393  0.485
H: 17.073 -6.522 -11.877  0.484
O: 18.224 -4.217 -12.709  -0.975
H: 18.841 -4.722 -12.147  0.492
H: 17.376 -4.252 -12.240  0.457
O: 16.117 -3.954 -10.480  -0.932
H: 16.499 -4.774 -10.129  0.487
H: 15.653 -4.214 -11.284  0.455
O: 21.667 -6.726 -7.000  -0.959
H: 22.539 -6.452 -6.692  0.484
H: 21.137 -6.807 -6.197  0.493
O: 20.518 -2.958 -6.027  -0.955
H: 20.678 -3.627 -5.354  0.456
H: 20.659 -3.410 -6.883  0.482
O: 20.820 -4.116 -8.587  -0.960
H: 20.606 -3.659 -9.414  0.503
H: 21.771 -3.984 -8.474  0.478
O: 21.364 -7.399 -9.640  -0.954
H: 21.294 -7.330 -8.665  0.509
H: 21.962 -6.681 -9.874  0.448